[1]
The following is a DFT calculation (the ωB97M-V functional and the def2-TZVPD basis) of a structure of composition C43H51N2O8PtSSi at a distorted geometry.

XYZ file:
```
107
Properties=species:S:1:pos:R:3
Pt -0.9372 0.4990 0.2815
C -2.5856 -3.4291 -0.4672
O -2.3467 -2.3430 0.4216
C -1.9598 -2.6082 1.6800
C -1.7603 -3.8877 2.1923
C -1.4006 -4.0565 3.5202
C -1.2251 -2.9669 4.3622
C -1.4382 -1.6957 3.8688
C -1.8030 -1.5052 2.5387
N -2.0226 -0.1893 2.0575
N -2.6722 0.5147 2.8787
C -2.8029 1.8670 2.8083
C -1.9038 2.7866 2.1126
O -1.0409 2.4250 1.2852
C -2.0139 4.2005 2.3947
C -2.9943 4.6766 3.1762
C -3.9594 3.8051 3.8039
C -4.9835 4.3295 4.5886
C -5.8939 3.4905 5.2054
C -5.7852 2.1080 5.0502
C -4.7782 1.5694 4.2824
C -3.8469 2.4061 3.6363
H -3.3706 -4.0808 -0.0802
H -1.6727 -4.0044 -0.6392
H -2.9064 -2.9716 -1.3990
H -1.9044 -4.7513 1.5596
H -1.2517 -5.0582 3.8998
H -0.9192 -3.1094 5.3890
H -1.3044 -0.8251 4.4974
H -1.2886 4.8349 1.9041
H -3.0875 5.7414 3.3524
H -5.0573 5.4026 4.7104
H -6.6859 3.9096 5.8109
H -6.4948 1.4538 5.5380
H -4.6949 0.4985 4.1693
O 1.1873 -2.0429 0.7387
C 2.3177 -1.8887 1.4691
C 1.8839 0.1338 2.4295
O 2.8918 0.4540 2.9252
O 0.7350 0.2802 2.1617
C 2.4199 -2.7747 2.6619
C 3.1307 -2.4581 3.8248
C 3.2377 -3.3795 4.8525
C 2.6605 -4.6369 4.7373
C 1.9651 -4.9652 3.5860
C 1.8349 -4.0407 2.5614
C 3.4869 -1.5957 0.6292
C 4.7227 -1.2420 1.1806
C 5.8054 -0.9869 0.3592
C 5.6797 -1.0877 -1.0205
C 4.4609 -1.4467 -1.5757
C 3.3692 -1.6979 -0.7606
H 0.4561 -2.2882 1.3254
H 3.5779 -1.4859 3.9440
H 3.7860 -3.1161 5.7474
H 2.7612 -5.3568 5.5388
H 1.5331 -5.9514 3.4737
H 1.3229 -4.3283 1.6516
H 4.8399 -1.1454 2.2470
H 6.7538 -0.7064 0.7976
H 6.5310 -0.8940 -1.6595
H 4.3583 -1.5348 -2.6499
H 2.4240 -1.9818 -1.1975
C 2.4376 2.2882 -2.6567
C 1.5935 2.2894 -1.3929
C 2.4302 1.9126 -0.1798
C 0.9215 3.6384 -1.1861
O 0.5612 1.2468 -1.5002
Si -0.5314 0.9436 -2.7304
S -2.0990 0.0353 -1.6371
O 0.0264 -0.0041 -3.9219
C 0.6517 -1.2901 -4.0674
C 2.1571 -1.0793 -4.0916
C 0.2602 -2.2280 -2.9327
C 0.1669 -1.8342 -5.4033
O -0.9009 2.3773 -3.3857
C -1.5660 2.7007 -4.6307
C -2.6802 1.6994 -4.9046
C -2.1342 4.0968 -4.4355
C -0.5284 2.6871 -5.7443
H 3.1596 3.1039 -2.6005
H 1.8222 2.4429 -3.5444
H 2.9887 1.3548 -2.7601
H 3.2865 2.5816 -0.0883
H 2.8025 0.8900 -0.2772
H 1.8345 2.0017 0.7322
H 1.6889 4.3973 -1.0221
H 0.2759 3.6047 -0.3107
H 0.3303 3.9188 -2.0556
H 2.5058 -0.7041 -3.1311
H 2.4288 -0.3628 -4.8684
H 2.6630 -2.0245 -4.3021
H 0.5704 -1.8304 -1.9645
H 0.7460 -3.1956 -3.0795
H -0.8195 -2.3819 -2.9123
H 0.4206 -1.1401 -6.2050
H -0.9160 -1.9649 -5.3881
H 0.6300 -2.7979 -5.6193
H -3.3862 1.6759 -4.0733
H -2.2755 0.6967 -5.0586
H -3.2232 1.9821 -5.8073
H -2.8513 4.1036 -3.6139
H -2.6398 4.4304 -5.3424
H -1.3351 4.8030 -4.2070
H -0.0877 1.6954 -5.8441
H 0.2632 3.4073 -5.5307
H -0.9900 2.9606 -6.6942
```

- 2S+1: 5
- Net charge: +1
- HOMO level (spin up / spin down): -9.67 / -10.90 eV
- Energy above the lowest of the compared OMol25 structures with the same formula, charge and spin: 0.0 kcal per mole
- E_tot: -86735.169 eV

Mulliken population analysis, charges in e, atoms 1 to 99: 1.75, -1.15, -0.12, -0.38, -0.40, -0.80, -0.94, -0.14, 0.82, 0.82, -0.74, -0.12, 0.78, -0.33, -1.07, -0.94, 0.86, -0.87, -0.54, -0.74, -0.54, 0.69, 0.45, 0.42, 0.23, 0.52, 0.45, 0.46, 0.51, 0.57, 0.40, 0.43, 0.41, 0.42, 0.46, 0.22, 0.47, 0.37, -0.46, -0.49, 0.52, -0.30, -0.99, -0.63, -0.82, -0.52, 1.16, -0.05, -1.06, -0.83, -0.38, -0.47, -0.41, 0.41, 0.45, 0.44, 0.51, 0.56, 0.27, 0.45, 0.45, 0.39, 0.30, -1.32, 1.49, -0.93, -1.55, 1.78, -0.16, -1.10, -0.41, 2.24, -0.92, -1.90, -2.10, 0.38, 1.74, -1.53, -1.82, -1.41, 0.52, 0.04, 0.19, 0.59, -0.15, -0.16, 0.54, 0.06, 0.11, -0.69, 0.43, 0.62, -0.05, 0.63, 0.37, 0.39, 0.41, 0.45, 0.33

[2]
The following is a DFT calculation (the ωB97M-V functional and the def2-TZVPD basis) of the molecule C18H25N5O2S at a distorted geometry.

XYZ file:
```
51
Properties=species:S:1:pos:R:3
C 1.5265 -0.1578 5.8995
C 1.4014 0.5284 4.5466
C 0.6086 -0.3399 3.5661
N 0.4539 0.3071 2.2893
C 1.4310 0.3804 1.3388
S 2.9741 -0.3978 1.5172
C 3.8125 0.1357 -0.0107
C 3.4085 -0.6959 -1.2320
O 4.1185 -1.5839 -1.6489
N 2.2261 -0.2958 -1.7450
C 1.5187 -0.8156 -2.8316
C 2.0122 -1.8111 -3.6687
C 1.2323 -2.2498 -4.7237
C -0.0229 -1.7219 -4.9669
C -0.5170 -0.7255 -4.1297
N -1.7731 -0.1330 -4.3025
C -2.7238 -0.3820 -5.2489
C -3.9425 0.5058 -5.0772
O -2.6267 -1.2074 -6.1266
C 0.2569 -0.2785 -3.0650
N 1.0202 1.0795 0.3121
N -0.2388 1.4712 0.5716
C -0.5837 1.0231 1.7452
C -1.9435 1.2593 2.3099
C -2.7535 -0.0393 2.3677
C -1.9110 1.9661 3.6660
H 2.0371 -1.1120 5.7958
H 0.5452 -0.3373 6.3342
H 2.0959 0.4637 6.5849
H 2.3950 0.7101 4.1336
H 0.9023 1.4927 4.6633
H -0.3786 -0.5644 3.9710
H 1.1415 -1.2821 3.4011
H 4.8720 -0.0215 0.1897
H 3.5954 1.1940 -0.1464
H 1.7208 0.4244 -1.2145
H 2.9877 -2.2290 -3.4879
H 1.6128 -3.0221 -5.3747
H -0.6188 -2.0707 -5.7925
H -1.9857 0.5848 -3.6227
H -4.6673 0.2679 -5.8501
H -4.3936 0.3418 -4.1007
H -3.6592 1.5529 -5.1628
H -0.1189 0.4927 -2.4052
H -2.4239 1.9274 1.5870
H -3.7784 0.1824 2.6551
H -2.3427 -0.7391 3.0917
H -2.7648 -0.5212 1.3929
H -1.2788 2.8499 3.6180
H -1.5431 1.3126 4.4524
H -2.9168 2.2808 3.9341
```

- HOMO level: -8.03 eV
- Energy above the lowest of the compared OMol25 structures with the same formula, charge and spin: 1.4 kcal per mole
- E_tot: -41454.109 eV

From a Mulliken analysis of the wavefunction, the atomic charges in e read: -1.39, 0.06, -1.29, 0.42, 0.53, -0.13, -0.95, 0.76, -0.65, 0.04, 0.32, -0.67, -0.74, -0.52, 0.26, -0.13, 0.81, -1.30, -0.61, -0.37, -0.31, -0.89, 0.29, 0.44, -1.32, -1.36, 0.34, 0.32, 0.39, 0.38, 0.28, 0.24, 0.46, 0.45, 0.37, 0.13, 0.52, 0.37, 0.51, 0.21, 0.35, 0.32, 0.33, 0.37, 0.31, 0.42, 0.26, 0.37, 0.36, 0.20, 0.46

[3]
The following is a DFT calculation (the ωB97M-V functional and the def2-TZVPD basis) of a structure of composition C40H56CaN8O6 at a distorted geometry.

XYZ file:
```
111
Properties=species:S:1:pos:R:3
Ca 0.6987 -0.7102 -0.0257
C -0.3792 -1.1649 4.1446
C 0.2418 -1.0977 2.9343
C 1.5319 -0.2929 2.8862
O 2.0199 -0.1082 1.7006
C 2.1206 0.2741 4.0156
C 1.4413 0.1482 5.3272
C 0.1022 -0.6124 5.4038
O -0.4536 -0.6566 6.4821
O 1.8642 0.5440 6.3879
O -0.2248 -1.5981 1.8237
H -1.3552 -1.6303 4.2180
H 3.0296 0.9168 3.8833
C 0.9422 -4.1072 -3.5839
C 1.9573 -3.2833 -4.3562
C 2.2589 -2.0406 -3.5225
C 1.1198 -1.3528 -2.9854
N 0.1892 -0.8589 -2.5593
H 0.0320 -3.4997 -3.4434
H 1.4048 -4.2746 -2.5630
H 0.8407 -5.1307 -4.0673
H 1.5395 -3.0152 -5.3311
H 2.8673 -3.8459 -4.4931
H 2.9389 -1.2864 -4.0190
H 2.7648 -2.4481 -2.6470
C -2.4942 -5.0337 2.2878
C -3.4581 -4.1540 1.5163
C -3.0161 -2.7275 1.1823
C -1.8820 -2.6035 0.1936
N -1.1501 -2.6362 -0.7059
H -1.7139 -5.3858 1.6011
H -2.8809 -5.9789 2.6071
H -2.0455 -4.5411 3.1445
H -4.3802 -4.1307 2.0826
H -3.6765 -4.6333 0.5993
H -2.6375 -2.2805 2.1503
H -3.8829 -2.1738 0.8193
C -3.3406 0.6641 5.5788
C -4.6001 0.6349 4.7345
C -4.5059 -0.0747 3.3348
C -3.3874 0.4498 2.5447
N -2.4993 0.7769 1.9034
H -2.4482 1.0140 4.9684
H -3.2413 -0.3052 6.0369
H -3.4708 1.3817 6.3476
H -4.9510 1.6311 4.3745
H -5.4013 0.1794 5.2498
H -5.4184 0.1424 2.7627
H -4.3100 -1.1269 3.4577
C 5.0042 -1.1681 1.8286
C 4.5838 -2.3773 2.5859
C 4.1051 -3.5878 1.7031
C 2.9640 -3.1900 0.8045
N 2.1021 -2.7913 0.1740
H 5.3377 -1.4308 0.8017
H 5.8641 -0.6500 2.3117
H 4.1163 -0.5731 1.6127
H 3.8611 -2.0980 3.3557
H 5.4235 -2.9068 3.1057
H 3.8626 -4.4180 2.3711
H 4.9266 -3.8928 1.0302
C 5.5642 0.6702 -4.0289
C 5.5252 1.5864 -2.7786
C 4.2182 2.1733 -2.3311
C 3.4277 1.1401 -1.7319
N 2.8163 0.2689 -1.2148
H 4.9645 -0.2438 -3.8731
H 6.6256 0.3215 -4.0551
H 5.3496 1.2248 -4.9842
H 6.2295 2.4272 -2.9421
H 6.0354 1.0202 -1.9968
H 3.6871 2.6267 -3.1234
H 4.4396 2.9314 -1.5950
C -1.4685 4.3803 2.2761
C -0.4416 3.3775 2.7126
C 0.6034 3.0479 1.6800
C 0.0729 2.3317 0.5467
N -0.1232 1.7458 -0.4236
H -2.2508 4.3578 3.0200
H -1.8704 4.1441 1.2915
H -1.0762 5.3980 2.2358
H -0.8669 2.4465 3.0509
H 0.1276 3.7158 3.5827
H 1.4577 2.4668 1.9793
H 1.0037 3.9860 1.2551
C -3.9756 0.2670 -2.3211
C -4.6605 0.6417 -1.0009
C -4.4519 2.1398 -0.5828
C -4.9963 2.3942 0.7152
N -5.4398 2.5838 1.7480
H -4.2009 0.9289 -3.1387
H -4.2624 -0.7787 -2.5446
H -2.8683 0.2992 -2.1929
H -4.2689 0.0129 -0.1827
H -5.7231 0.3865 -1.0875
H -4.8348 2.9843 -1.1087
H -3.4164 2.3621 -0.5452
C -1.4533 4.2117 -5.3293
C -1.1688 3.4023 -6.4084
C -0.2864 2.3740 -6.2782
C 0.4392 2.2207 -5.0962
C 0.1840 2.9637 -3.9956
C -0.7624 3.9765 -4.1440
N 1.4334 1.1079 -4.9986
O 2.1758 1.1274 -4.0179
O 1.4930 0.2486 -5.8651
H -2.1037 5.0490 -5.4660
H -1.6525 3.6172 -7.3506
H -0.0581 1.7177 -7.0668
H 0.7566 2.7495 -3.1160
H -0.8001 4.5944 -3.2449
```

- HOMO level: -6.60 eV
- E_tot: -85031.013 eV

Mulliken population analysis, charges in e, atoms 1 to 99: 1.16, -0.59, 0.54, 0.63, -0.60, -0.76, 0.36, 0.01, -0.67, -0.64, -0.59, 0.36, 0.24, -0.95, -0.75, 0.53, 0.19, -0.41, 0.30, 0.18, 0.36, 0.34, 0.37, -0.06, 0.22, -1.14, -1.05, 1.61, 0.50, -0.62, 0.26, 0.44, 0.24, 0.46, 0.40, -0.96, 0.09, -0.87, -0.84, -0.61, -0.23, 0.12, -0.01, 0.30, 0.46, 0.32, 0.50, 0.47, 0.44, -0.76, -0.26, -0.77, 0.09, -0.32, 0.31, 0.34, -0.11, 0.28, 0.34, 0.40, 0.33, -0.76, -0.71, -0.45, 0.09, -0.28, 0.03, 0.42, 0.26, 0.42, 0.31, 0.27, 0.40, -1.35, 0.34, -0.29, 0.56, -0.56, 0.39, 0.17, 0.40, -0.24, 0.49, -0.15, 0.46, -1.15, 0.47, -0.20, 0.25, -0.56, 0.40, 0.38, 0.08, -0.50, 0.41, 0.48, -0.07, -0.77, -0.39

[4]
The following is a DFT calculation (the ωB97M-V functional and the def2-TZVPD basis) of a structure of composition C25H36AgAsBr2O8SSi at a distorted geometry.

XYZ file:
```
75
Properties=species:S:1:pos:R:3
Ag 13.6347 6.9036 9.2570
O 13.9695 7.9716 13.6131
As 13.3053 7.8674 12.0054
O 12.6264 6.4106 11.4062
O 14.5845 8.3135 10.9574
C 11.7654 9.0788 12.1787
C 10.8182 8.9660 13.1449
C 9.6715 9.7620 13.1292
C 9.4518 10.6584 12.0833
C 10.5180 11.0115 11.2497
C 11.7257 10.1726 11.2258
S 13.6297 12.4600 8.9850
O 12.4913 13.2540 9.3860
O 12.7654 10.5981 10.6816
O 14.8738 12.4528 9.7446
H 14.9416 8.0638 13.5470
H 10.9648 8.3189 14.0058
H 9.0476 9.6051 13.9875
H 8.5211 11.1559 12.0001
H 10.5330 11.9201 10.5991
C 19.7311 5.5502 10.0356
C 19.0006 6.9423 9.9730
C 20.0132 8.0984 10.2975
C 17.8586 6.9479 10.9630
Si 18.2627 7.1236 8.2416
Br 16.4491 5.7979 8.2096
C 17.5747 8.8682 7.8538
C 16.9301 9.3895 9.1246
C 16.5366 8.8502 6.7322
C 18.5773 9.9594 7.3851
C 19.4781 6.4210 6.9229
C 19.4019 4.8318 6.9298
C 21.0048 6.7927 7.1236
C 19.1445 6.9432 5.4984
H 20.2047 5.4731 11.0363
H 20.5307 5.4339 9.3360
H 19.0655 4.6945 10.0279
H 20.5731 7.7618 11.1726
H 19.4986 9.0262 10.5498
H 20.7047 8.2131 9.4096
H 18.2988 6.5293 11.8854
H 16.9954 6.3158 10.6732
H 17.3799 7.9041 11.1577
H 16.2625 8.6857 9.6583
H 16.2660 10.2462 8.9032
H 17.6043 9.7541 9.9095
H 15.6346 8.2557 6.7895
H 16.9371 8.5327 5.7665
H 16.2574 9.8912 6.5408
H 19.3660 10.0854 8.0898
H 18.0000 10.8746 7.3451
H 19.0029 9.6949 6.4390
H 19.7717 4.3581 7.8513
H 20.0662 4.5422 6.1178
H 18.4301 4.4261 6.7069
H 21.4883 6.3327 7.9853
H 21.1825 7.8808 7.0955
H 21.4159 6.4315 6.1767
H 18.1123 6.8839 5.1548
H 19.7234 6.2690 4.8560
H 19.4599 7.9806 5.2534
Br 10.4111 4.2584 7.1182
C 10.0253 6.0736 6.8888
C 8.6580 6.3733 6.9742
C 8.1883 7.6586 7.1724
C 9.1710 8.6702 7.2192
C 10.4988 8.3885 6.9997
C 10.9772 7.1096 6.8160
C 12.5058 6.9274 6.6650
O 13.1018 7.7992 5.9649
O 13.0035 6.0094 7.3808
H 8.0434 5.4856 6.9343
H 7.0889 7.8160 7.2292
H 8.9102 9.7155 7.4024
H 11.3054 9.1830 7.0299
```

- Net charge: -2
- HOMO level: -1.20 eV
- Energy above the lowest of the compared OMol25 structures with the same formula, charge and spin: 31.3 kcal per mole
- E_tot: -266526.673 eV

From a Mulliken analysis of the wavefunction, the atomic charges in e read: 0.41, -0.59, 0.97, -0.85, -0.21, -0.17, -0.37, -0.49, -0.49, -0.51, 0.36, 0.80, -0.46, -0.66, -0.42, 0.28, 0.33, 0.32, 0.41, 0.21, -2.17, 2.52, -1.51, -2.20, 0.23, -0.41, 3.07, -1.57, -2.26, -1.99, 2.15, -1.75, -1.92, -1.85, 0.57, 0.40, 0.32, 0.51, 0.26, 0.19, 0.48, 0.28, 0.34, -0.10, 0.30, 0.15, 0.39, 0.23, 0.53, 0.38, 0.59, 0.31, 0.31, 0.51, 0.37, 0.30, 0.30, 0.62, 0.32, 0.57, 0.27, -0.19, 0.12, -0.36, -0.61, -0.35, -0.44, 0.93, 0.18, -0.72, -0.79, 0.34, 0.31, 0.34, 0.34

- Which value of E_tot does entry 1 give?
  -86735.169 eV

- What is the formula in the second record?
  C18H25N5O2S

- Among the records above, which one has the lowest E_tot?
  C25H36AgAsBr2O8SSi